Arrangement w

ORCA calculation (ωB97M-V/def2-TZVPD) on C3H6N2O2 in the gas phase.

Summary:
- SMILES string: [H]/N=C(/NC=O)OC
- LUMO energy: 0.67 eV
- Kohn-Sham gap: 10.79 eV
- HOMO level: -0.3718 hartree

```
! RIJCOSX wB97M-V def2-TZVPD def2/J DEFGRID3
* xyz 0 1
H 1.38104 0.38968 -2.11719
N 1.57515 0.25552 -1.12787
C 0.49989 0.37683 -0.47548
N 0.45161 0.18052 0.90213
C 1.49236 -0.32749 1.65919
O 1.43691 -0.40103 2.86536
O -0.69335 0.75205 -1.01673
C -1.80851 -0.11520 -0.81667
H -0.34460 0.52790 1.41795
H 2.34574 -0.65648 1.04709
H -2.08213 -0.20982 0.24004
H -1.61095 -1.11170 -1.22766
H -2.64315 0.33921 -1.35016
*
```

Arrangement x

ORCA calculation (ωB97M-V/def2-TZVPD) on C3H6N2O2 in the gas phase.

Summary:
- SMILES string: [H]/N=C/OCC(N)=O
- LUMO energy: 0.75 eV
- Kohn-Sham gap: 10.56 eV
- HOMO level: -0.3602 hartree

```
! RIJCOSX wB97M-V def2-TZVPD def2/J DEFGRID3
* xyz 0 1
H -0.58361 0.95489 -2.63922
N -0.55619 0.74315 -1.64333
C -0.80295 -0.47576 -1.41641
O -0.84827 -1.01204 -0.18867
C -0.77669 -0.10277 0.91045
C 0.63285 0.20937 1.38734
N 1.64854 -0.05367 0.52664
O 0.79526 0.65823 2.50650
H -0.99128 -1.27095 -2.13924
H -1.24974 0.83648 0.61810
H -1.31715 -0.55816 1.74473
H 2.57957 0.22771 0.79027
H 1.46965 -0.15648 -0.45715
*
```

On energetic grounds, arrangement x is preferred over the next structure by 30.6 kJ/mol.

Arrangement w

ORCA calculation (ωB97M-V/def2-TZVPD) on 2 unconnected molecules or ions with the total composition C5H9N2O2.

Summary:
- LUMO energy (spin up / spin down): -6.55 / -6.57 eV
- Kohn-Sham gap (spin up / spin down): 7.76 / 7.67 eV
- HOMO level (spin up / spin down): -0.5257 / -0.5232 hartree

```
! RIJCOSX wB97M-V def2-TZVPD def2/J DEFGRID3
* xyz 1 1
C -1.71103 0.78270 0.65545
C -0.99501 0.23314 -0.49064
C -0.72071 0.07072 1.60318
C -0.10525 -0.66868 0.45081
C 1.41216 -0.77053 0.19572
N 1.15914 1.17646 -2.00703
N 1.92395 -0.63874 -1.01875
O 0.89827 0.92268 -3.05591
O 2.65930 -1.24590 -1.73378
H -1.55057 1.89576 0.76668
H -2.71130 0.43088 0.78517
H -1.63709 -0.16214 -1.15159
H -0.36788 0.95270 -1.08173
H -0.13512 0.89573 1.95836
H -1.13640 -0.46944 2.42358
H -0.40384 -1.75505 0.40194
H 1.66238 -1.75557 0.61016
H 1.75899 0.10527 0.68839
*
```

Arrangement x

ORCA calculation (ωB97M-V/def2-TZVPD) on a gas-phase ion, C5H9N2O2 (charge +1).

Summary:
- SMILES string: CN(C=[NH2+])OC=C=CO
- LUMO energy: -3.72 eV
- Kohn-Sham gap: 9.77 eV
- HOMO level: -0.4958 hartree

```
! RIJCOSX wB97M-V def2-TZVPD def2/J DEFGRID3
* xyz 1 1
C -1.82543 0.67520 -1.11728
N -1.28617 0.08244 0.05463
C -0.49946 0.72680 0.89307
N -0.09612 1.96260 0.67413
O -1.42288 -1.24691 0.15530
C -0.19378 -1.91158 0.17339
C 0.95746 -1.43083 0.37114
C 2.17447 -1.00508 0.43435
O 3.00807 -0.57039 -0.62154
H -2.68806 0.08437 -1.34378
H -2.15048 1.62838 -0.85827
H -1.00597 0.49843 -1.97556
H -0.30228 0.39846 1.89214
H 0.42565 2.45128 1.36471
H -0.15591 2.41538 -0.21943
H -0.25521 -2.95598 0.25071
H 2.55012 -0.97651 1.44732
H 2.76598 -0.82605 -1.57503
*
```

Arrangement y

ORCA calculation (ωB97M-V/def2-TZVPD) on 2 unconnected molecules or ions with the total composition C5H9N2O2.

Summary:
- LUMO energy: -3.17 eV
- Kohn-Sham gap: 9.83 eV
- HOMO level: -0.4776 hartree

```
! RIJCOSX wB97M-V def2-TZVPD def2/J DEFGRID3
* xyz 1 1
C -0.37513 -2.13555 -0.69526
C -0.74271 1.11030 0.52100
C 0.01490 -0.99026 0.07169
C 2.50916 -0.82375 -0.10541
C -2.57832 2.29306 -0.51385
N -0.82179 -2.14948 0.48267
N 1.33241 -0.90242 0.78441
O -0.02591 1.58814 1.31662
O -1.70560 1.15552 -0.25865
H -0.33699 -2.66746 -1.61478
H 2.63549 -1.76434 -0.63993
H 2.35449 -0.01947 -0.82236
H 3.41137 -0.62594 0.46847
H -2.27471 2.72578 -1.46975
H -2.52741 3.03588 0.28212
H -3.58137 1.87657 -0.60370
H 1.28015 -0.02782 1.34295
H 1.43197 -1.67877 1.45375
*
```

On energetic grounds, arrangement x is preferred over the next structure by 13.5 kJ/mol.